Model i:
10
Properties=species:S:1:pos:R:3:lowdin_charge:R:1 method="wB97M-V/def2-TZVPD" lumo_energy_ev=0.1 homo_ev=-8.53 gap_ha=0.31818
C -1.6004 0.2805 0.9121 0.108
O 1.4006 0.2983 -1.8905 -0.294
O -0.6846 0.3520 -0.7770 -0.499
P 0.8782 0.4404 -0.3810 0.451
S 0.9873 -1.5940 0.4559 0.402
H -1.9283 1.2807 1.1485 0.053
H -0.9111 -0.2180 1.5238 -0.036
H -2.4263 -0.2947 0.4340 0.079
H 2.0702 0.8706 -2.1661 0.012
H 2.2145 -1.4158 0.7403 -0.275

=====

Model ii:
10
Properties=species:S:1:pos:R:3:lowdin_charge:R:1 method="wB97M-V/def2-TZVPD" lumo_energy_ev=0.1 homo_ev=-9.82 smiles="COP=O.S" gap_ha=0.36382
C -0.9631 0.9199 -1.1769 -0.134
O 1.1532 -2.3018 -1.3224 -0.432
O -0.3940 -0.4178 -0.9893 -0.427
P 0.9931 -0.9123 -1.6646 0.789
S 1.0189 -0.0952 2.5274 0.563
H -1.6764 1.0305 -1.9411 0.058
H -0.2184 1.5798 -1.5234 0.048
H -1.5449 1.3121 -0.3499 0.087
H 0.6968 0.2249 3.6806 -0.298
H 0.9348 -1.3402 2.7597 -0.252

=====

What should be chosen as the least stable of them? Choose model i.

=====

Model i:
10
Properties=species:S:1:pos:R:3:lowdin_charge:R:1 method="wB97M-V/def2-TZVPD" lumo_energy_ev=-0.4 homo_ev=-10.09 smiles="COP=O.S" gap_ha=0.35700
C 0.6229 -1.0946 -0.5432 -0.199
O 3.3086 1.3549 0.4769 -0.428
O 1.8075 -0.3814 -0.2487 -0.459
P 1.9015 1.2135 0.3083 0.833
S -3.0835 0.4058 0.6049 0.447
H 0.9835 -1.7453 -1.3155 0.069
H -0.3087 -0.3387 -0.8049 0.089
H 0.2019 -1.6266 0.3884 0.096
H -3.6851 1.6243 0.3998 -0.193
H -1.7487 0.5882 0.7338 -0.254

=====

Model ii:
10
Properties=species:S:1:pos:R:3:lowdin_charge:R:1 method="wB97M-V/def2-TZVPD" lumo_energy_ev=0.8 homo_ev=-9.25 smiles=COP(O)S gap_ha=0.36889
C 1.6616 -0.4779 0.4973 -0.130
O -0.7703 1.8170 -0.3494 -0.373
O 0.2435 -0.2803 0.5680 -0.526
P -0.6845 0.1663 -0.7153 0.501
S -2.4088 -0.4268 0.3040 0.398
H 1.8934 -0.7442 1.5102 0.081
H 2.2451 0.3146 0.1146 0.067
H 1.7847 -1.3854 -0.0958 0.080
H -1.0767 2.3371 -1.1114 0.039
H -2.8880 -1.3202 -0.7223 -0.136

=====

What should be chosen as the least stable of them? Choose model i.

=====

Model i:
8
Properties=species:S:1:pos:R:3:lowdin_charge:R:1 method="wB97M-V/def2-TZVPD" lumo_energy_ev=0.2 homo_ev=-9.87 smiles=FC[C@@H](F)I gap_ha=0.37116
C 0.6265 0.5742 0.0275 -0.268
C -0.3941 -0.6386 -0.0214 -0.744
F 0.1339 1.4596 0.9377 -0.074
F -0.4193 -1.3772 1.1283 -0.090
I -2.4257 -0.0155 -0.5043 0.793
H 0.6248 1.1517 -0.9414 0.116
H 1.7699 0.1898 0.1470 0.164
H 0.0840 -1.3441 -0.7733 0.104

=====

Model ii:
8
Properties=species:S:1:pos:R:3:lowdin_charge:R:1 method="wB97M-V/def2-TZVPD" lumo_energy_ev=0.2 homo_ev=-9.75 smiles=FC[C@@H](F)I gap_ha=0.36441
C -0.0702 0.6066 0.4609 -0.309
C -0.9844 -0.6052 0.3635 -0.662
F -0.6112 1.5638 1.2019 -0.060
F -1.0718 -1.4276 1.4711 -0.081
I -3.0409 0.0539 -0.1129 0.775
H -0.0047 1.0485 -0.7300 0.179
H 0.9521 0.4512 0.8568 0.127
H -0.8935 -1.2367 -0.4569 0.031

=====

What should be chosen as the least stable of them? Choose model ii.

=====

Model i:
21
Properties=species:S:1:pos:R:3:lowdin_charge:R:1 method="wB97M-V/def2-TZVPD" lumo_energy_ev=0.3 homo_ev=-8.66 smiles="CC(=C=Cc1csc(C)n1)C=O" gap_ha=0.32935
C 1.1249 1.0514 -0.1717 0.026
C -2.4360 1.5108 0.4047 -0.360
C -1.2429 0.8888 0.2265 -0.440
C -2.4277 -0.9300 0.3083 -0.644
C -0.0191 1.6893 -0.0499 -0.008
C 3.1567 0.6510 1.1253 -0.202
C 2.2988 0.4656 -0.1076 -0.261
C -2.6807 -2.3779 0.2078 -0.067
C 2.8174 -0.2601 -1.3015 -0.058
N -1.2394 -0.4387 0.1529 0.093
O 4.0985 -0.0702 1.4323 0.040
S -3.6619 0.2913 0.3866 1.026
H -2.8081 2.5348 0.1194 0.094
H -0.1850 2.7526 -0.1879 0.115
H 2.6839 1.3963 1.8019 0.123
H -2.9104 -2.5277 -0.8507 0.093
H -1.7930 -2.8847 0.3847 0.057
H -3.4710 -2.4954 0.9772 0.092
H 2.0500 -1.0478 -1.5877 0.102
H 3.8497 -0.6841 -1.1501 0.094
H 2.7955 0.4845 -2.1206 0.085

=====

Model ii:
21
Properties=species:S:1:pos:R:3:lowdin_charge:R:1 method="wB97M-V/def2-TZVPD" lumo_energy_ev=0.0 homo_ev=-8.94 smiles="Oc1ccc(CCN=C=S)cc1" gap_ha=0.32809
C 2.3473 1.1263 -2.4645 -0.366
C 2.8738 0.3195 -1.5565 -0.060
C 2.3143 0.1439 -0.3103 -0.009
C 1.0696 0.7430 -0.0975 -0.246
C 0.1736 0.5049 1.0711 -0.206
C -0.8501 -0.6497 0.9406 -0.134
C -2.6157 -1.1873 2.3022 -0.598
C 0.5020 1.5897 -1.0408 -0.040
C 1.2164 1.8654 -2.2055 -0.003
H 3.8381 1.0110 -3.4472 0.130
H 3.6589 -0.3364 -1.7357 0.103
H 2.6280 -0.7397 0.2900 0.134
H 0.6391 0.2549 1.9386 0.072
H -0.3524 1.4331 1.3520 0.122
H -1.3151 -0.5890 -0.0946 0.137
H -0.2578 -1.6988 1.1428 0.171
H -0.5389 1.9785 -0.9102 0.135
H 0.7571 2.5332 -3.0112 0.148
N -1.6625 -0.4692 2.2571 0.036
O 2.9470 1.4177 -3.6705 0.036
S -3.9489 -2.4149 2.3879 0.438

=====

What should be chosen as the least stable of them? Choose model ii.

=====

Model i:
22
Properties=species:S:1:pos:R:3:lowdin_charge:R:1 method="wB97M-V/def2-TZVPD" lumo_energy_ev=-2.6 charge=+1 homo_ev=-13.97 gap_ha=0.41658
C -1.4848 0.7043 -0.1632 -0.204
N -1.3028 1.8254 0.7767 0.005
C -0.0974 -0.0073 -0.3859 -0.130
N 0.6503 0.0613 0.8820 -0.041
C 2.0860 0.4113 0.9430 0.005
H -2.2103 -0.0227 0.1986 0.121
H -1.8258 1.0335 -1.1346 0.094
H -1.9542 1.7623 1.5476 0.089
H -1.4505 2.7080 0.3076 0.091
H -0.3638 -1.0237 -0.6234 0.115
H 0.4352 0.5711 -1.1285 0.121
H 0.4216 -0.7562 1.4525 0.142
H 0.1908 0.8204 1.3979 0.120
H 2.2570 1.4765 0.8099 0.106
H 2.4515 -0.0081 1.8729 0.104
H 2.6778 -0.0254 0.1370 0.105
H -0.8838 0.7879 -3.5433 0.059
H -1.4487 -0.6237 -3.7186 0.061
O -1.0064 -0.0499 -3.0829 -0.045
H 0.8205 -3.3813 0.3775 0.056
H 1.0579 -3.4191 1.9208 0.059
O 0.9799 -2.8445 1.1562 -0.034

=====

Model ii:
22
Properties=species:S:1:pos:R:3:lowdin_charge:R:1 method="wB97M-V/def2-TZVPD" lumo_energy_ev=-2.7 charge=+1 homo_ev=-13.83 gap_ha=0.40922
C -0.4327 1.2949 -1.7301 -0.202
N -0.4983 0.0110 -2.4440 -0.003
C -0.6510 0.9681 -0.2109 -0.129
N -0.3611 -0.4290 0.1422 -0.028
C -1.4169 -1.2586 0.8085 0.008
H 0.4552 1.9123 -1.9186 0.122
H -1.1786 2.0422 -1.9999 0.112
H 0.1357 -0.1245 -3.2203 0.091
H -1.4065 -0.2900 -2.7707 0.091
H 0.1041 1.6298 0.3848 0.134
H -1.6801 1.1739 0.0673 0.120
H 0.4970 -0.4886 0.6772 0.165
H -0.2344 -1.0088 -0.7236 0.150
H -1.9521 -1.8232 0.0449 0.099
H -0.8612 -1.9069 1.4999 0.113
H -2.2895 -0.6991 1.1977 0.110
H 1.0497 2.1615 3.1433 0.049
H -0.0982 3.1163 2.7494 0.051
O 0.5186 2.4665 2.4017 -0.055
H 3.7522 -2.8987 -0.0534 0.041
H 3.4247 -3.2244 1.3261 0.042
O 3.1235 -2.6249 0.6285 -0.077

=====

Model iii:
22
Properties=species:S:1:pos:R:3:lowdin_charge:R:1 method="wB97M-V/def2-TZVPD" lumo_energy_ev=-3.0 charge=+1 homo_ev=-13.11 gap_ha=0.37312
N -1.5283 -1.1791 1.1528 0.184
C -0.3104 -1.7905 0.5055 -0.134
C 0.7623 -0.7407 0.3286 -0.195
N 0.1498 0.2468 -0.5921 -0.125
C 0.7038 1.5857 -0.5984 -0.118
H -2.1092 -1.8158 1.6945 0.173
H -1.3419 -0.2413 1.5489 0.105
H -2.1313 -0.8996 0.3854 0.156
H -0.0397 -2.6717 1.0858 0.132
H -0.6409 -2.1438 -0.4648 0.128
H 0.9070 -0.2404 1.2812 0.118
H 1.6955 -1.1788 -0.0233 0.131
H 0.3865 -0.1390 -1.5089 0.067
H 0.3035 2.1243 0.2671 0.058
H 0.2073 2.1349 -1.3859 0.089
H 1.7888 1.6720 -0.6300 0.092
H -2.0308 1.7825 2.8983 0.075
H -0.7130 2.0408 2.0802 0.041
O -1.1994 1.3902 2.5979 -0.041
H 2.1001 0.6407 -3.2860 0.058
H 1.6776 -0.5898 -4.0111 0.058
O 1.3627 0.0126 -3.3256 -0.051

=====

What should be chosen as the least stable of them? Choose model ii.

=====

Model i:
9
Properties=species:S:1:pos:R:3:lowdin_charge:R:1 method="wB97M-V/def2-TZVPD" lumo_energy_ev=0.3 homo_ev=-9.61 gap_ha=0.36350
C 2.4373 -0.5332 -0.0713 -0.019
C 3.5935 -0.4347 0.2756 -0.749
C 0.7115 -1.3576 -0.2766 -0.327
C -0.3345 -0.4414 0.1617 -0.034
O 0.6184 -2.4026 -0.8346 0.134
Br 5.2904 0.1587 0.1081 0.719
H 0.0117 0.3144 0.9290 0.118
H -1.1513 -1.0504 0.4987 0.093
H -0.5179 0.1474 -0.6512 0.064

=====

Model ii:
9
Properties=species:S:1:pos:R:3:lowdin_charge:R:1 method="wB97M-V/def2-TZVPD" lumo_energy_ev="-3.1 / -3.1" homo_ev="-8.46 / -8.46" gap_ha="0.19582 / 0.19579"
C -1.3657 0.1886 -3.0253 -0.226
C -0.4310 0.0728 -2.3002 -0.157
C 0.9490 0.3895 1.7437 -0.041
C 0.1773 -0.5978 0.9800 -0.700
O -0.5080 0.2379 1.7222 0.019
Br 0.1309 -2.4081 1.1544 0.902
H -1.6454 0.6699 -3.9472 -0.025
H 1.5447 0.1480 2.5370 0.088
H 1.1482 1.2993 1.1353 0.138

=====

What should be chosen as the least stable of them? Choose model ii.

=====

Model i:
24
Properties=species:S:1:pos:R:3:lowdin_charge:R:1 method="wB97M-V/def2-TZVPD" lumo_energy_ev=0.7 homo_ev=-9.66 smiles=CCO.CCO.CO gap_ha=0.38003
C -0.8966 1.1657 -2.4217 -0.088
C -0.7412 2.1951 -1.3232 -0.328
O 0.4776 1.9997 -0.6833 -0.083
H 0.0286 0.9194 -2.9427 0.078
H -1.6875 1.3392 -3.1515 0.073
H -1.1799 0.1794 -2.0540 0.067
H -1.5767 2.0685 -0.6347 0.110
H -0.7434 3.2174 -1.7013 0.112
H 1.1018 2.3014 -1.3474 0.098
C 1.8277 -1.9343 1.1848 -0.122
C 2.2717 -1.2458 -0.0049 -0.365
O 1.0963 -0.8236 -0.5300 -0.081
H 0.8884 -2.4622 1.3495 0.073
H 1.7594 -1.1714 1.9603 0.081
H 2.3540 -2.7917 1.6044 0.072
H 2.6597 -1.9888 -0.7017 0.119
H 2.9730 -0.4364 0.1981 0.125
H 0.8494 0.0143 -0.1318 0.048
C -1.9192 -0.6246 1.6569 -0.163
O -2.1069 -0.0929 2.9663 -0.099
H -2.8486 -0.8725 1.1442 0.073
H -1.2679 -0.1020 0.9563 0.061
H -1.5617 -1.6530 1.7082 0.068
H -1.7585 0.7992 2.8993 0.069

=====

Model ii:
24
Properties=species:S:1:pos:R:3:lowdin_charge:R:1 method="wB97M-V/def2-TZVPD" lumo_energy_ev=0.6 homo_ev=-9.75 smiles="C=CCCC.O.O.O" gap_ha=0.38212
C -0.4426 0.6774 -4.7588 -0.112
C -0.0984 -0.3819 -3.6908 -0.246
C -0.9680 -0.1549 -2.4248 -0.240
C -0.6224 -1.1153 -1.3325 -0.198
C 0.2714 -0.9940 -0.3671 0.005
H 0.4203 0.9036 -5.3801 0.066
H -1.3591 0.3891 -5.2527 0.068
H -0.6332 1.6372 -4.2647 0.065
H -0.4844 -1.3302 -4.0788 0.101
H 0.9540 -0.4272 -3.4310 0.104
H -2.0255 -0.1860 -2.6501 0.109
H -0.8068 0.8711 -2.1801 0.092
H -1.1466 -2.0578 -1.4984 0.100
H 0.8226 -0.0719 -0.2330 0.058
H 0.5244 -1.8225 0.2760 0.038
H 1.4990 3.6304 0.7591 0.029
H 1.5879 5.0012 0.1226 0.019
O 1.0948 4.5014 0.7599 -0.049
H 1.3874 -0.7122 6.6813 0.033
H -0.0611 -0.9084 6.3716 0.027
O 0.5917 -0.2084 6.4756 -0.062
H -0.3149 -2.9579 2.3273 0.014
H -1.1773 -2.7777 3.5372 0.034
O -0.2663 -2.6816 3.2427 -0.057

=====

What should be chosen as the least stable of them? Choose model i.